This record from OMol25 describes a 12-piece molecular cluster, C60H90N6O24 overall. The level of theory is wB97M-V/def2-TZVPD.

For the orbital gap, the calculation gives 8.400 eV. The value obtained for the max |F| is 4.655 eV/A. The HOMO energy comes out at -9.3 eV. Its total energy is -4473.482427 hartree.

```
180
Properties=species:S:1:pos:R:3:forces:R:3
C -1.3983 3.4816 -4.1852 -0.3 -0.3 1.8
C -0.5579 2.5400 -4.6840 1.7 -0.6 -2.6
C -0.0189 2.7919 -5.9648 1.1 -0.4 0.0
C -0.2120 3.9498 -6.6834 -1.7 1.4 1.9
C -1.0015 4.9694 -6.1197 -0.1 -1.7 1.4
C -1.5480 4.6665 -4.8102 -0.4 2.7 -3.7
N 0.3532 4.1347 -7.9806 0.6 0.7 -4.0
O 0.2242 5.2579 -8.5413 0.3 -2.2 1.7
O 0.8676 3.1698 -8.5985 -0.8 1.5 1.8
H -1.8955 3.3619 -3.2339 0.1 -0.2 0.1
H -0.2065 1.6318 -4.2169 -0.5 0.0 0.4
H 0.7134 2.2032 -6.4973 0.0 -1.0 0.5
H -1.2362 5.8374 -6.7179 0.0 0.2 0.4
H -2.2368 5.4183 -4.4541 0.0 0.0 0.4
C 0.9875 -0.3285 0.1915 -1.3 2.0 0.0
C 0.1313 0.1000 1.2253 -1.1 -0.7 0.0
C -1.2349 0.3835 1.0066 0.5 0.8 -1.5
C -1.7319 0.3910 -0.3430 0.5 -0.7 2.5
C -0.8798 0.0944 -1.3470 1.1 -0.4 -1.3
C 0.4731 -0.2022 -1.0845 0.0 -0.6 -0.4
N -3.1571 0.6537 -0.5902 -0.6 1.5 -1.6
O -3.8770 0.8812 0.3502 0.0 -0.4 1.2
O -3.5848 0.7980 -1.7432 1.3 -0.7 0.7
H 2.0508 -0.4283 0.3521 0.0 -0.4 0.1
H 0.5257 0.1203 2.2305 -0.1 0.2 0.2
H -1.8791 0.8477 1.7387 0.1 -0.5 0.5
H -1.2298 0.0814 -2.3687 0.0 0.0 -0.1
H 1.1543 -0.4146 -1.8952 -0.2 0.0 -0.3
C -6.4640 2.3956 1.2858 -0.4 0.0 -1.6
C -5.8911 1.9186 2.4523 -0.3 2.1 0.9
C -5.7218 2.8629 3.5080 0.2 -1.1 -0.7
C -6.1624 4.1808 3.3506 0.0 -0.9 1.4
C -6.8576 4.5279 2.2313 0.0 1.6 -1.8
C -6.9173 3.7083 1.1069 0.5 -0.5 1.9
N -6.0091 5.1092 4.5336 -1.0 0.9 1.2
O -5.2571 4.7451 5.4297 -0.1 0.0 -1.0
O -6.6962 6.1426 4.6465 1.0 -1.8 -1.2
H -6.5635 1.7382 0.4347 0.2 -0.3 0.0
H -5.5774 0.8866 2.5071 0.1 0.1 0.2
H -5.2529 2.5251 4.4204 0.0 0.3 0.1
H -7.2383 5.5189 2.0327 0.0 0.3 0.7
H -7.2804 4.1763 0.2038 -0.2 -0.6 -0.2
C 3.8109 0.4585 -7.9558 0.2 -2.5 0.3
C 3.6396 -0.6846 -7.1312 1.5 1.9 -0.4
C 3.6083 -0.4231 -5.7719 -1.3 -0.5 0.4
C 3.5408 0.8703 -5.2500 0.0 -0.9 -1.7
C 3.6533 1.9818 -6.1095 -0.4 -0.4 2.3
C 3.8435 1.7077 -7.4210 0.1 0.8 -1.8
N 3.3378 0.9872 -3.8151 0.8 2.3 -0.7
O 3.6692 0.1483 -3.0475 0.4 -2.8 0.8
O 2.9742 2.0723 -3.4443 -1.1 1.6 0.2
H 4.0159 0.3729 -9.0127 -0.2 -0.2 -0.1
H 3.8529 -1.6798 -7.4924 -0.6 -0.1 -0.1
H 3.3996 -1.2568 -5.1178 0.4 0.0 0.3
H 3.5574 2.9925 -5.7413 0.2 0.0 0.1
H 4.0309 2.4477 -8.1849 -0.2 0.7 0.4
C -0.4674 -0.8921 -10.1127 0.2 -1.3 -1.6
C -0.9265 0.0803 -9.3429 -1.9 1.3 3.7
C -0.8801 -0.0528 -7.9090 0.9 0.8 -0.6
C -0.1395 -1.0508 -7.3147 1.1 -1.5 -2.2
C 0.6138 -1.9341 -8.2086 -2.1 -0.1 -0.1
C 0.2818 -1.9314 -9.5795 0.8 0.5 1.2
N -0.1481 -1.2773 -5.8503 2.2 -0.4 0.4
O 0.7042 -2.0720 -5.3883 -1.7 1.2 -1.0
O -0.8982 -0.6116 -5.1686 -0.1 -0.3 -0.2
H -0.7532 -0.8710 -11.1540 0.3 -0.2 -0.2
H -1.5949 0.8486 -9.7026 0.3 0.2 -0.2
H -1.2562 0.7570 -7.3014 -0.5 -0.2 0.1
H 1.2242 -2.7534 -7.8584 0.0 0.2 0.4
H 0.6255 -2.6641 -10.2946 0.4 -0.3 0.4
C -1.0145 3.2264 3.7683 -0.4 1.2 -0.3
C 0.3109 2.9797 3.4611 0.1 -0.6 -1.1
C 0.7629 3.0968 2.1396 0.0 -0.5 -0.5
C -0.1312 3.4315 1.1245 1.5 0.9 0.2
C -1.3822 3.8208 1.4788 -2.2 -1.0 -1.3
C -1.8821 3.6566 2.7421 1.0 0.4 1.4
N 0.3457 3.6969 -0.2999 -0.8 0.4 0.2
O 1.5025 3.9909 -0.4627 0.4 -0.3 0.4
O -0.4861 3.7221 -1.1981 0.0 -0.4 0.8
H -1.2624 3.3079 4.8163 -0.5 -0.5 0.0
H 0.9692 2.5732 4.2147 0.2 0.3 0.1
H 1.7694 2.8355 1.8480 0.2 0.1 0.2
H -2.1725 3.9992 0.7647 0.4 0.6 -0.6
H -2.8794 4.0513 2.8690 -0.2 -0.4 0.6
C 6.7796 4.7034 0.3611 0.6 -1.0 -0.6
O 6.7048 3.2444 0.2106 0.6 1.9 1.8
C 6.7703 2.5613 1.5042 0.1 0.1 -2.5
C 6.0867 1.2331 1.2317 -0.1 0.5 1.3
O 4.6922 1.4550 1.1821 -0.4 -1.0 0.8
C 4.2282 2.1464 0.0682 -0.2 1.0 -1.4
H 6.3354 5.1122 -0.5465 -0.1 0.1 0.2
H 7.8065 5.0597 0.4427 0.4 -0.3 -0.4
H 6.3499 5.1262 1.2692 -0.8 -0.5 0.0
H 6.2055 3.1176 2.2523 -0.1 0.0 0.1
H 7.8160 2.4707 1.7984 0.1 -0.1 0.2
H 6.3046 0.6476 2.1249 -0.4 -0.4 0.1
H 6.4396 0.6412 0.3872 0.2 0.4 -0.3
H 4.5699 1.7281 -0.8785 0.3 -0.3 0.0
H 4.5840 3.1767 0.0591 -0.3 0.0 0.1
H 3.1426 2.1680 -0.0278 -0.1 -0.3 0.6
C 8.6385 -5.4181 2.2995 -0.1 0.3 0.4
O 7.2289 -5.2508 2.3077 -0.4 1.5 0.7
C 6.8753 -4.4321 3.4886 -3.0 -2.0 -0.2
C 5.2622 -4.1935 3.6375 3.9 0.5 0.0
O 4.9370 -3.1862 2.7524 -0.5 -1.3 -0.3
C 3.5478 -3.2029 2.5235 0.8 1.5 -0.7
H 9.0539 -5.7998 1.3669 -0.7 -0.4 -0.1
H 8.8817 -6.0516 3.1526 0.5 -0.2 -0.1
H 9.1476 -4.4606 2.4100 0.0 0.3 0.3
H 7.4736 -3.5223 3.5373 -0.1 -0.1 0.1
H 6.8756 -5.1050 4.3460 1.6 0.1 0.5
H 5.0357 -3.8277 4.6390 0.4 0.1 0.6
H 4.7917 -5.1767 3.6419 -0.4 -0.1 -1.1
H 3.2459 -4.0995 1.9822 -0.2 -0.1 0.1
H 3.5369 -2.3220 1.8816 -1.3 0.0 -0.2
H 3.0321 -3.0210 3.4664 -0.4 -0.1 -0.1
C -1.2901 -3.8580 -1.8449 0.6 -1.6 0.8
O -0.3177 -3.1597 -1.0285 -0.5 0.1 0.3
C 0.0325 -3.6122 0.3141 -1.4 0.8 -0.2
C -0.9534 -3.2118 1.4726 0.4 -0.9 -1.1
O -2.1827 -3.9758 1.5785 2.5 1.0 -0.1
C -2.8771 -3.6208 2.7444 -1.6 -0.2 -0.4
H -2.0558 -4.3833 -1.2740 0.0 0.1 0.5
H -0.7608 -4.6303 -2.4029 0.2 -0.2 0.0
H -1.8474 -3.3335 -2.6210 0.5 1.2 0.4
H 0.9385 -3.0653 0.5747 0.0 0.4 -0.3
H 0.3796 -4.6423 0.3952 -0.6 -0.4 -0.4
H -1.1318 -2.1374 1.4294 -0.4 0.0 -0.3
H -0.3201 -3.3420 2.3501 -0.1 -0.3 0.5
H -3.6615 -4.3763 2.6979 -0.3 0.3 0.8
H -3.3191 -2.6253 2.7038 -0.2 0.2 -0.5
H -2.3936 -3.5879 3.7208 0.8 -0.7 -0.1
C 1.0372 0.5900 7.8199 0.0 1.6 1.6
O 1.3220 0.3367 6.4840 0.4 0.6 -0.6
C 2.4674 1.0617 6.0258 1.5 -0.7 0.0
C 2.9997 0.4687 4.7192 -1.1 -1.1 -0.1
O 3.6277 -0.8131 4.9152 0.6 0.3 -0.8
C 5.0382 -0.7565 5.1027 0.0 0.5 1.6
H 0.9491 1.6475 8.0693 -0.2 0.8 -0.7
H 1.8333 0.3905 8.5372 0.4 -1.1 -0.2
H 0.0856 0.2358 8.2161 0.1 -0.9 -0.7
H 3.2895 0.9840 6.7372 0.2 -0.7 0.5
H 2.4614 2.1512 5.9911 -1.4 0.3 -0.3
H 3.5228 1.1656 4.0644 0.9 0.1 0.5
H 2.1664 0.2238 4.0605 -0.5 -0.1 0.2
H 5.5825 -1.7006 5.1227 -0.7 -0.4 -1.0
H 5.2037 -0.4979 6.1486 0.2 0.8 0.3
H 5.5483 -0.0259 4.4749 -0.1 -0.1 -0.3
C -3.2928 -1.6141 7.9141 -0.9 0.1 0.3
O -4.5644 -0.9777 7.7378 -0.9 1.0 -0.7
C -4.6085 0.1526 6.8283 3.2 -1.4 0.2
C -4.5741 -0.3356 5.4150 -1.3 -2.4 -1.8
O -3.5140 -1.2121 4.8718 0.8 1.0 1.2
C -2.2173 -0.6089 4.9112 -0.7 1.2 -0.1
H -2.6807 -1.7630 7.0246 -0.5 -0.1 -0.1
H -3.6287 -2.5679 8.3208 0.7 -0.1 0.1
H -2.6914 -1.0623 8.6366 0.0 0.0 0.2
H -3.6339 0.6205 6.9674 0.0 0.9 0.3
H -5.3918 0.8965 6.9739 -0.2 -0.6 0.4
H -4.8638 0.4162 4.6809 0.6 0.4 0.0
H -5.3418 -1.1021 5.3088 -0.7 0.3 0.3
H -1.3723 -1.2106 4.5764 -0.6 -0.5 -0.2
H -1.9563 -0.2507 5.9070 0.0 -0.1 0.2
H -2.2926 0.2853 4.2924 0.4 0.2 -0.3
C -6.1328 -6.2176 -3.9285 -1.8 0.7 -0.4
O -7.1380 -5.1924 -3.6762 1.4 -0.6 0.2
C -6.9560 -4.6705 -2.3649 -0.7 0.5 -0.9
C -5.8188 -3.6752 -2.2046 -0.4 0.9 -0.3
O -5.9176 -2.6341 -3.2319 1.2 -0.1 1.4
C -5.0427 -1.5113 -2.9482 0.3 -0.2 -0.5
H -6.1997 -6.9084 -3.0881 0.6 -0.2 0.0
H -5.1500 -5.7983 -4.1435 0.1 0.0 0.4
H -6.4821 -6.7312 -4.8243 0.1 0.0 0.0
H -6.8431 -5.5165 -1.6870 0.1 0.1 0.4
H -7.8941 -4.1572 -2.1538 0.0 0.0 0.1
H -4.8576 -4.1787 -2.1007 0.4 0.1 -0.9
H -5.9262 -3.2227 -1.2189 -0.3 0.3 0.2
H -3.9803 -1.7548 -2.9472 0.1 -0.7 0.3
H -5.2257 -0.9387 -2.0390 -0.5 -0.5 0.3
H -5.0410 -0.7669 -3.7445 -0.8 -0.3 -0.3
```
Forces are in eV/Å.

Here are the Löwdin charges for atoms 1 to 6, given in e:
1. C -0.097
2. C -0.033
3. C -0.014
4. C -0.185
5. C 0.051
6. C -0.047